The molecule C31H43ClN2OS2. Source: the Open Molecules 2025 dataset; level of theory: wB97M-V/def2-TZVPD.

```
80
Properties=species:S:1:pos:R:3:lowdin_charge:R:1
C 1.453 -5.034 -0.821 -0.104
C 2.319 -4.873 -2.071 -0.236
C 3.621 -4.076 -1.893 -0.165
C 3.367 -2.695 -1.324 -0.180
C 2.630 -1.844 -2.132 -0.057
C 2.273 -0.571 -1.731 -0.427
C 2.650 -0.097 -0.486 -0.182
C 3.446 -0.915 0.323 -0.098
C 3.927 -0.348 1.644 -0.100
C 2.978 -0.594 2.796 -0.244
O 2.222 -1.529 2.846 0.077
C 3.797 -2.215 -0.077 -0.148
C 4.638 -3.066 0.846 -0.610
Cl 6.245 -3.433 0.095 0.657
C 3.979 -4.341 1.362 -0.261
C 4.827 -4.998 2.474 -0.100
N 2.310 1.198 0.000 0.108
C 1.191 1.880 -0.556 -0.173
C 0.609 2.885 0.236 -0.200
N 1.172 3.110 1.516 0.108
C -0.468 3.642 -0.233 -0.182
C -1.097 4.735 0.605 -0.151
C -2.565 4.515 1.043 -0.173
C -2.914 3.153 1.669 -0.357
C -1.916 2.742 2.765 -0.064
C -3.147 1.990 0.705 -0.162
C -4.252 2.211 -0.347 -0.195
C -5.509 1.487 0.074 -0.091
C -5.872 0.282 -0.391 -0.352
C -5.609 -0.197 -1.795 -0.063
C -6.629 -0.678 0.491 -0.072
C -0.938 3.393 -1.535 -0.468
S -2.247 4.378 -2.250 0.865
C -0.392 2.393 -2.341 -0.313
C -0.870 2.082 -3.731 -0.113
C 0.672 1.648 -1.818 -0.384
S 1.364 0.410 -2.880 1.081
H 0.421 -5.258 -1.092 0.071
H 1.786 -5.867 -0.199 0.068
H 1.434 -4.142 -0.194 0.068
H 1.709 -4.395 -2.839 0.097
H 2.546 -5.873 -2.448 0.107
H 4.021 -3.925 -2.899 0.121
H 4.377 -4.630 -1.349 0.067
H 2.307 -2.181 -3.110 0.115
H 4.937 -0.675 1.888 0.125
H 4.013 0.737 1.523 0.120
H 3.018 0.154 3.612 0.125
H 4.893 -2.510 1.740 0.066
H 2.991 -4.085 1.744 0.113
H 3.876 -5.074 0.567 0.082
H 4.206 -5.417 3.262 0.070
H 5.448 -5.775 2.031 0.067
H 5.526 -4.274 2.896 0.065
H 2.091 1.065 0.976 0.088
H 0.630 3.767 2.054 0.053
H 1.221 2.270 2.080 0.077
H -1.070 5.643 -0.003 0.099
H -0.526 4.973 1.498 0.093
H -3.251 4.768 0.240 0.062
H -2.756 5.256 1.827 0.115
H -3.866 3.306 2.189 0.134
H -2.472 2.234 3.557 0.080
H -1.188 2.017 2.404 0.068
H -1.446 3.603 3.241 0.076
H -2.228 1.665 0.211 0.105
H -3.470 1.141 1.316 0.116
H -3.924 1.844 -1.323 0.093
H -4.484 3.269 -0.483 0.085
H -6.149 2.016 0.776 0.113
H -4.815 -0.948 -1.854 0.082
H -5.403 0.625 -2.476 0.072
H -6.525 -0.683 -2.138 0.077
H -6.877 -0.221 1.446 0.072
H -6.017 -1.572 0.629 0.083
H -7.558 -1.006 0.009 0.072
H -1.698 5.594 -2.112 -0.108
H -0.044 1.911 -4.421 0.054
H -1.451 1.154 -3.709 0.090
H -1.499 2.863 -4.144 0.032
```

Values from the calculation:
* E: -2648.34802 a.u.
* charge: 0
* highest occupied orbital energy: -7.43 eV
* SMILES string: CCCc1cc2c(c(CC=O)c1[C@H](Cl)CC)Nc1c(N)c(CC[C@H](C)CCC=C(C)C)c(S)c(C)c1S2